# 1
A molecular structure, C14H19N3O4 at a distorted geometry, computed with ωB97M-V/def2-TZVPD.

Summary:
E_HOMO   -8.8 eV
Orbital gap   9.2 eV
M   293.3 u
Largest force on an atom   6.3 eV Å⁻¹
LUMO energy   0.41 eV
Relative energy (zero: lowest compared OMol25 entry of this formula, charge and spin)   157.8 kcal per mole

Structure (ORCA input):
```
! wB97M-V def2-TZVPD RIJCOSX def2/J DEFGRID3
* xyz 0 1
C 1.30 -0.26 -0.13
C -0.02 -0.78 0.55
C 2.50 -0.51 1.05
C 3.84 -0.04 0.48
C 4.29 1.22 0.48
C 4.78 -0.97 0.02
C 5.58 1.53 -0.02
C 5.88 -0.77 -0.66
C 6.32 0.62 -0.72
C -2.58 -0.92 0.61
C -3.19 -1.43 -0.66
C -3.48 -0.08 1.60
C -3.57 1.32 1.18
C -3.84 1.62 -0.23
H 1.76 1.00 -2.00
H 1.81 1.79 -0.12
H 1.53 -0.91 -0.84
H 2.21 0.06 1.96
H 2.34 -1.52 1.33
H 3.81 1.91 1.10
H 4.48 -2.08 -0.18
H 5.74 2.64 0.13
H 6.33 -1.53 -1.46
H 6.97 1.18 -1.57
H -1.43 0.46 -0.34
H -2.19 -1.85 1.05
H -4.38 -0.61 1.38
H -2.98 -0.16 2.65
H -2.81 1.95 1.64
H -4.39 1.58 1.88
H -5.34 1.90 -1.36
H -5.96 1.82 0.18
H -2.90 -2.50 -2.26
N 1.26 1.02 -0.85
N -1.25 -0.34 0.23
N -5.15 1.94 -0.41
O 0.14 -1.69 1.39
O -4.33 -1.73 -0.89
O -2.93 1.74 -1.06
O -2.32 -1.65 -1.60
*
```

Here are the Löwdin charges for atoms 1 to 6, given in e: -0.2731, -0.3939, -0.0401, -0.2516, -0.0869, -0.1154

# 2
3 unconnected molecules or ions with the total composition C17H32IN2O8 at a distorted geometry, computed with ωB97M-V/def2-TZVPD.

Summary:
E_HOMO   -12.9 eV
Orbital gap   9.9 eV
M   519.4 u
Largest force on an atom   1.5 eV Å⁻¹
LUMO energy   -2.98 eV

Structure (ORCA input):
```
! wB97M-V def2-TZVPD RIJCOSX def2/J DEFGRID3
* xyz 1 1
C 4.31 -0.11 -0.57
C 3.28 -0.34 0.00
C 2.00 -0.61 0.65
C 0.87 -0.46 -0.41
C -0.23 0.48 0.08
N -1.18 0.95 -1.00
C -2.38 0.05 -1.14
C -3.36 0.07 0.05
N -4.29 -1.06 -0.05
C -1.69 2.31 -0.59
C -0.69 3.41 -1.01
O 0.40 3.49 -0.58
I -1.43 4.87 -2.40
O -0.50 1.20 -2.21
C -0.49 0.13 -3.18
C -1.58 0.28 -4.26
H 5.13 0.10 -1.22
H 1.84 0.11 1.46
H 1.99 -1.61 1.07
H 0.45 -1.44 -0.66
H 1.34 -0.09 -1.32
H 0.24 1.35 0.52
H -0.80 -0.02 0.86
H -2.93 0.37 -2.02
H -2.03 -0.97 -1.27
H -2.87 -0.01 1.02
H -3.97 0.97 0.05
H -4.45 -1.36 -1.00
H -3.96 -1.85 0.50
H -2.63 2.51 -1.08
H -1.80 2.35 0.49
H 0.49 0.23 -3.66
H -0.48 -0.85 -2.72
H -1.13 0.34 -5.25
H -2.20 1.15 -4.07
H -2.20 -0.62 -4.26
C 2.51 -4.02 -1.65
O 1.40 -4.74 -1.12
C 1.74 -5.85 -0.46
O 2.86 -6.26 -0.30
O 0.62 -6.43 -0.01
C 0.84 -7.64 0.72
H 2.10 -3.15 -2.16
H 3.17 -3.69 -0.86
H 3.05 -4.63 -2.38
H 1.45 -7.46 1.60
H 1.31 -8.39 0.08
H -0.15 -7.99 1.02
C -0.68 4.51 5.72
O 0.49 4.92 5.01
C 0.52 4.58 3.73
O -0.33 3.96 3.14
O 1.66 5.02 3.20
C 1.79 4.73 1.81
H -0.56 4.86 6.74
H -1.57 4.96 5.28
H -0.77 3.42 5.71
H 0.99 5.21 1.25
H 1.75 3.65 1.65
H 2.75 5.11 1.48
*
```

Here are the Löwdin charges for atoms 1 to 6, given in e: 0.1301, -0.1445, -0.1651, -0.1512, -0.0690, -0.1914

# 3
A single C2H2INO2 molecule at a distorted geometry, computed with ωB97M-V/def2-TZVPD.

Summary:
E_HOMO   -10.0 eV
Orbital gap   10.2 eV
M   198.9 u
Largest force on an atom   4.1 eV Å⁻¹
SMILES string   O=CO/N=C/I
LUMO energy   0.18 eV
Relative energy (zero: lowest compared OMol25 entry of this formula, charge and spin)   59.8 kcal per mole

Structure (ORCA input):
```
! wB97M-V def2-TZVPD RIJCOSX def2/J DEFGRID3
* xyz 0 1
O -2.48 -1.30 -0.01
C -1.45 -0.88 -0.35
O -0.47 -0.50 0.46
N 0.66 -0.41 -0.29
C 1.63 -0.13 0.43
I 3.53 0.08 -0.35
H -1.25 -0.90 -1.34
H 1.63 -0.04 1.55
*
```

Here are the Löwdin charges for atoms 1 to 6, given in e: 0.1479, -0.3791, -0.0116, -0.0644, -0.7141, 0.8358

# 4
A molecular structure, CHF4NO5PdS2 at a distorted geometry, computed with ωB97M-V/def2-TZVPD.

Summary:
E_HOMO (alpha / beta)   -9.9 / -10.6 eV
Orbital gap (alpha / beta)   7.8 / 7.2 eV
M   353.6 u
Largest force on an atom   11.2 eV Å⁻¹
Expectation value of S²   2.009
LUMO energy (alpha / beta)   -2.07 / -3.44 eV

Structure (ORCA input):
```
! wB97M-V def2-TZVPD RIJCOSX def2/J DEFGRID3
* xyz 0 3
N -0.98 -0.22 0.55
S -0.09 -0.56 2.01
O -0.98 -0.05 3.08
O 0.08 -2.04 2.02
S -0.36 0.40 -0.70
O -1.12 2.05 -0.69
O -1.04 0.20 -1.99
C 1.11 -0.75 -1.15
F 2.02 -0.80 -0.13
F 0.69 -1.97 -1.36
F 1.72 -0.30 -2.22
F -1.24 2.50 0.64
Pd 1.78 0.63 1.33
O 1.31 1.58 0.00
H 0.98 2.49 0.03
*
```

Here are the Löwdin charges for atoms 1 to 6, given in e: -0.3157, 0.6044, -0.3684, -0.3799, 0.8154, -0.1914

# 5
A molecular structure, C47H62F5InN4O4S2Si at a distorted geometry, computed with ωB97M-V/def2-TZVPD.

Summary:
E_HOMO (alpha / beta)   -7.2 / -7.2 eV
Orbital gap (alpha / beta)   5.6 / 5.6 eV
M   1049.1 u
Largest force on an atom   1.8 eV Å⁻¹
LUMO energy (alpha / beta)   -1.64 / -1.64 eV

Structure (ORCA input):
```
! wB97M-V def2-TZVPD RIJCOSX def2/J DEFGRID3
* xyz 0 1
In -0.59 1.09 -0.58
C -1.21 0.97 2.56
C -0.98 -0.11 3.35
C -1.88 -1.19 2.85
C -2.50 -0.71 1.74
C -2.21 0.69 1.55
C -3.37 1.64 1.34
C -4.17 1.65 2.66
C -4.28 1.17 0.21
C -2.88 3.06 1.08
C -2.35 -2.54 3.38
C -1.75 -3.06 4.69
C -2.10 -3.61 2.30
C -3.87 -2.42 3.62
C 0.03 -0.07 4.48
C -0.59 -0.35 5.86
C 0.66 1.33 4.56
C 1.19 -1.05 4.20
H -0.79 1.95 2.67
H -3.24 -1.23 1.16
H -4.54 0.65 2.90
H -5.03 2.31 2.56
H -3.56 2.00 3.48
H -4.88 0.32 0.52
H -3.69 0.89 -0.66
H -4.97 1.97 -0.08
H -2.36 3.46 1.95
H -3.70 3.73 0.84
H -2.18 3.05 0.25
H -0.67 -3.13 4.65
H -2.14 -4.06 4.87
H -2.06 -2.44 5.52
H -1.03 -3.74 2.17
H -2.54 -3.33 1.35
H -2.53 -4.55 2.62
H -4.08 -1.62 4.33
H -4.25 -3.35 4.04
H -4.41 -2.22 2.70
H -1.66 -0.14 5.86
H -0.13 0.30 6.61
H -0.41 -1.37 6.19
H -0.09 2.07 4.83
H 1.11 1.62 3.61
H 1.44 1.33 5.32
H 0.83 -2.07 4.05
H 1.87 -1.05 5.04
H 1.73 -0.75 3.30
S -5.71 -0.88 -6.98
N -5.64 0.39 -6.00
C -4.55 0.29 -5.25
C -4.09 1.23 -4.27
C -4.72 2.46 -4.06
C -4.16 3.33 -3.15
C -3.02 2.94 -2.46
N -2.45 1.76 -2.61
C -2.94 0.91 -3.52
C -2.20 -0.32 -3.78
N -1.13 -0.57 -3.03
C -0.36 -1.59 -3.34
C -0.63 -2.46 -4.40
C -1.77 -2.27 -5.14
C -2.59 -1.18 -4.83
C -3.79 -0.88 -5.54
N -4.35 -1.61 -6.50
H -5.61 2.69 -4.63
H -4.59 4.31 -2.98
H -2.56 3.60 -1.75
H 0.50 -1.72 -2.71
H 0.05 -3.27 -4.62
H -2.06 -2.92 -5.95
C 1.66 -2.94 1.19
C 1.42 -3.02 -0.31
C 2.48 -3.89 -0.98
C 0.02 -3.57 -0.59
O 1.44 -1.70 -0.84
Si 2.64 -0.62 -1.00
S 1.58 0.99 -1.92
O 3.90 -1.11 -1.87
C 4.43 -1.10 -3.19
C 4.37 0.31 -3.78
C 3.63 -2.06 -4.07
C 5.88 -1.57 -3.04
O 3.18 -0.28 0.48
C 4.14 0.65 0.98
C 3.40 1.57 1.95
C 5.21 -0.15 1.70
C 4.76 1.47 -0.15
H 0.92 -2.27 1.63
H 1.59 -3.92 1.65
H 2.64 -2.52 1.38
H 2.46 -4.90 -0.57
H 3.46 -3.47 -0.82
H 2.29 -3.95 -2.05
H -0.14 -4.51 -0.07
H -0.12 -3.74 -1.66
H -0.72 -2.84 -0.27
H 3.35 0.65 -3.83
H 4.80 0.30 -4.78
H 4.92 1.01 -3.15
H 2.59 -1.73 -4.13
H 3.66 -3.06 -3.65
H 4.05 -2.08 -5.07
H 6.41 -0.90 -2.38
H 6.37 -1.58 -4.01
H 5.90 -2.57 -2.62
H 3.12 1.02 2.84
H 2.51 1.96 1.48
H 4.04 2.41 2.24
H 4.76 -0.78 2.47
H 5.92 0.52 2.17
H 5.74 -0.79 1.00
H 3.98 2.01 -0.69
H 5.26 0.80 -0.84
H 5.47 2.18 0.24
F 1.34 6.80 -1.80
C 0.78 5.75 -1.15
C -0.37 5.89 -0.31
F -1.57 5.25 -0.45
C 0.81 5.46 0.39
F 1.38 6.15 1.39
C 1.03 3.90 0.33
O 0.24 3.08 0.77
C 1.97 3.75 -0.77
F 3.13 4.48 -0.67
C 1.05 4.35 -1.68
F -0.03 3.61 -2.10
*
```

Here are the Löwdin charges for atoms 1 to 6, given in e: 0.9715, -0.0595, -0.0743, -0.0688, -0.0646, -0.2729

# 6
6 unconnected molecules or ions with the total composition C32H52Cl12I2N3O at a distorted geometry, computed with ωB97M-V/def2-TZVPD.

Summary:
E_HOMO   -11.8 eV
Orbital gap   8.5 eV
M   1174.0 u
Largest force on an atom   1.7 eV Å⁻¹
LUMO energy   -3.29 eV
Relative energy (zero: lowest compared OMol25 entry of this formula, charge and spin)   0.0 kcal per mole

Structure (ORCA input):
```
! wB97M-V def2-TZVPD RIJCOSX def2/J DEFGRID3
* xyz 1 1
C -0.19 3.97 -0.80
C 1.04 3.76 0.02
O 1.12 4.18 1.14
N 2.19 3.14 -0.57
C 2.30 3.39 -2.03
C 2.52 1.83 -0.21
C 1.74 0.70 -0.20
N 0.38 0.74 -0.51
C -0.41 0.71 0.50
C -1.83 0.34 0.33
C -0.02 1.01 1.91
C 2.28 -0.56 0.06
C 1.44 -1.79 -0.12
C 0.58 -2.29 1.05
C 1.29 -3.10 2.14
C 0.37 -4.26 2.55
C 1.53 -2.25 3.37
C 3.61 -0.64 0.40
C 4.34 -1.93 0.66
I 5.25 -1.86 2.59
C 5.45 -2.26 -0.36
C 5.70 -3.77 -0.39
I 4.88 -1.63 -2.35
C 4.35 0.50 0.46
N 3.83 1.68 0.15
C 4.71 2.80 0.24
Cl 5.63 3.14 -1.16
C 4.78 3.48 1.37
C 3.98 3.17 2.58
Cl 5.81 4.83 1.49
H -1.08 3.89 -0.20
H -0.24 3.34 -1.68
H -0.13 4.99 -1.17
H 2.64 2.50 -2.52
H 3.07 4.13 -2.19
H 1.39 3.77 -2.46
H -2.01 -0.11 -0.64
H -2.45 1.20 0.51
H -2.03 -0.34 1.14
H 0.49 0.19 2.39
H 0.63 1.87 1.99
H -0.90 1.20 2.50
H 0.77 -1.59 -0.95
H 2.09 -2.58 -0.44
H -0.15 -2.94 0.59
H 0.02 -1.51 1.52
H 2.20 -3.55 1.77
H 0.53 -4.56 3.57
H -0.66 -4.00 2.37
H 0.57 -5.09 1.89
H 0.57 -1.92 3.75
H 2.00 -2.84 4.14
H 2.15 -1.38 3.18
H 3.64 -2.74 0.60
H 6.36 -1.77 -0.08
H 5.86 -4.14 -1.39
H 6.57 -3.99 0.21
H 4.88 -4.32 0.03
H 5.38 0.47 0.71
H 4.48 3.58 3.44
H 3.01 3.65 2.50
H 3.84 2.11 2.71
Cl -4.84 2.83 -2.73
C -4.24 2.65 -4.39
C -2.92 1.93 -4.45
Cl -1.61 2.91 -3.73
H -4.17 3.64 -4.82
H -4.99 2.08 -4.94
H -2.66 1.75 -5.49
H -2.95 0.98 -3.93
Cl 2.69 5.83 -6.27
C 4.33 5.95 -5.57
C 5.06 4.64 -5.65
Cl 4.33 3.40 -4.58
H 4.23 6.29 -4.55
H 4.87 6.70 -6.14
H 6.09 4.77 -5.32
H 5.07 4.24 -6.66
Cl -3.92 -0.63 2.75
C -5.28 0.21 1.94
C -6.59 -0.03 2.65
Cl -7.12 -1.72 2.46
H -5.31 -0.13 0.92
H -5.04 1.27 1.95
H -7.36 0.59 2.20
H -6.52 0.19 3.71
Cl -6.09 -1.81 -1.08
C -6.54 -3.54 -1.18
C -7.99 -3.73 -1.55
Cl -9.09 -3.23 -0.25
H -6.31 -4.00 -0.23
H -5.91 -3.98 -1.95
H -8.18 -4.79 -1.74
H -8.25 -3.17 -2.44
Cl -4.29 -5.25 1.63
C -4.67 -5.23 3.38
C -4.26 -3.94 4.02
Cl -2.48 -3.77 4.05
H -4.17 -6.08 3.83
H -5.75 -5.37 3.47
H -4.61 -3.91 5.05
H -4.67 -3.08 3.49
*
```

Here are the Löwdin charges for atoms 1 to 6, given in e: -0.0202, -0.4446, 0.1166, -0.0001, -0.0433, -0.1308

# 7
A molecular structure, C2H2CaFO at a distorted geometry, computed with ωB97M-V/def2-TZVPD.

Summary:
E_HOMO   -12.8 eV
Orbital gap   7.4 eV
M   101.1 u
Largest force on an atom   2.5 eV Å⁻¹
LUMO energy   -5.45 eV
Relative energy (zero: lowest compared OMol25 entry of this formula, charge and spin)   24.6 kcal per mole

Structure (ORCA input):
```
! wB97M-V def2-TZVPD RIJCOSX def2/J DEFGRID3
* xyz 1 1
C -0.85 0.01 -0.08
C 0.27 -0.69 -0.33
O 1.40 -0.34 0.26
H -1.90 -0.23 -0.13
F -0.61 1.34 0.36
H 0.18 -1.71 -0.72
Ca 1.50 1.62 0.62
*
```

Here are the Löwdin charges for atoms 1 to 6, given in e: -0.0766, -0.2932, -0.3867, 0.1216, -0.2128, 0.1367

# 8
A molecular structure, C41H53BLiN9OSTe, computed with ωB97M-V/def2-TZVPD.

Summary:
E_HOMO (alpha / beta)   -2.2 / -4.4 eV
Orbital gap (alpha / beta)   4.1 / 6.2 eV
M   865.4 u
Largest force on an atom   0.4 eV Å⁻¹
Expectation value of S²   0.764
LUMO energy (alpha / beta)   1.81 / 1.80 eV
Relative energy (zero: lowest compared OMol25 entry of this formula, charge and spin)   0.6 kcal per mole

Structure (ORCA input):
```
! wB97M-V def2-TZVPD RIJCOSX def2/J DEFGRID3
* xyz -1 2
Li 0.64 -1.13 -1.54
C -0.83 0.41 -4.43
C -1.67 -0.46 -3.55
C -3.02 -0.84 -3.72
C -3.30 -1.64 -2.63
C -4.58 -2.33 -2.28
N -2.19 -1.71 -1.87
N -1.19 -0.99 -2.44
B -1.91 -2.69 -0.72
N -0.97 -3.80 -1.22
N 0.22 -3.46 -1.78
C 0.78 -4.58 -2.20
C 2.11 -4.57 -2.88
C -0.05 -5.68 -1.90
C -1.16 -5.13 -1.28
C -2.37 -5.81 -0.73
N -1.28 -2.02 0.54
N 0.00 -1.56 0.52
C 0.44 -1.57 1.77
C 1.85 -1.22 2.11
C -0.58 -2.00 2.64
C -1.65 -2.29 1.82
C -3.00 -2.80 2.20
H -1.39 1.29 -4.75
H -0.53 -0.13 -5.33
H 0.06 0.75 -3.91
H -3.69 -0.57 -4.52
H -5.36 -2.01 -2.98
H -4.90 -2.10 -1.27
H -4.48 -3.42 -2.36
H -2.96 -3.18 -0.38
H 2.37 -3.55 -3.18
H 2.10 -5.20 -3.77
H 2.90 -4.93 -2.22
H 0.12 -6.72 -2.12
H -2.29 -6.88 -0.91
H -3.28 -5.45 -1.20
H -2.46 -5.66 0.34
H 2.37 -0.79 1.25
H 2.41 -2.10 2.42
H 1.90 -0.50 2.94
H -0.53 -2.10 3.71
H -3.13 -2.71 3.27
H -3.13 -3.85 1.92
H -3.78 -2.23 1.70
N 7.71 -0.79 -1.48
C 6.86 -1.69 -0.84
S 7.55 -2.84 0.20
C 5.48 -1.59 -1.13
C 4.49 -2.40 -0.50
C 3.16 -2.20 -0.75
N 2.66 -1.26 -1.58
C 3.59 -0.53 -2.24
C 4.94 -0.65 -2.06
H 8.62 -0.79 -1.05
H 7.34 0.15 -1.59
H 4.81 -3.17 0.19
H 2.42 -2.83 -0.26
H 3.20 0.20 -2.94
H 5.59 -0.03 -2.68
C 2.85 2.38 -0.85
C 1.61 2.06 -1.67
O 1.68 2.18 -2.89
N 0.46 1.61 -1.10
Te 0.40 1.60 0.85
C -1.66 1.36 1.31
C -2.72 1.22 0.41
C -2.65 1.48 -1.07
C -3.97 0.85 0.92
C -4.20 0.66 2.26
C -5.56 0.25 2.78
C -3.14 0.86 3.15
C -1.88 1.19 2.70
C -0.78 1.37 3.72
C 0.61 3.67 1.39
C 1.62 3.99 2.30
C 2.51 2.98 2.98
C 1.85 5.33 2.59
C 1.13 6.35 1.99
C 1.41 7.79 2.30
C 0.14 6.00 1.08
C -0.14 4.68 0.77
C -1.23 4.37 -0.22
H 3.72 2.39 -1.51
H 3.04 1.64 -0.06
H 2.75 3.37 -0.39
H -1.63 1.47 -1.45
H -3.08 2.47 -1.27
H -3.24 0.75 -1.60
H -4.78 0.71 0.21
H -6.25 0.07 1.95
H -5.99 1.02 3.41
H -5.48 -0.66 3.37
H -3.30 0.73 4.21
H -1.19 1.28 4.72
H -0.30 2.35 3.64
H -0.02 0.59 3.61
H 2.10 1.98 3.01
H 2.72 3.29 4.00
H 3.47 2.91 2.46
H 2.63 5.58 3.30
H 2.19 7.90 3.05
H 0.51 8.29 2.67
H 1.73 8.33 1.41
H -0.44 6.78 0.60
H -1.60 5.29 -0.68
H -2.07 3.88 0.28
H -0.88 3.70 -1.00
*
```

Here are the Löwdin charges for atoms 1 to 6, given in e: 0.5254, -0.0219, -0.3585, -0.0046, -0.3023, -0.0286